{
  "formula": "C43H64ClO45",
  "method": "the ωB97M-V functional and the def2-TZVPD basis",
  "total_charge": -1,
  "homo_lumo_gap_ev": 9.07,
  "molar_mass_g_mol": 1336.4,
  "homo_ha": -0.310,
  "symbols": ["H", "O", "H", "H", "H", "O", "C", "O", "O", "H", "H", "H", "C", "O", "O", "H", "H", "C", "O", "C", "O", "O", "C", "H", "H", "H", "C", "C", "H", "O", "C", "H", "O", "C", "H", "H", "O", "O", "H", "H", "O", "H", "H", "H", "C", "O", "O", "H", "C", "O", "C", "H", "O", "H", "O", "C", "C", "H", "C", "H", "H", "H", "H", "C", "O", "O", "C", "O", "H", "C", "O", "C", "O", "H", "H", "H", "C", "H", "H", "H", "H", "O", "H", "H", "H", "O", "C", "H", "O", "O", "C", "C", "C", "C", "C", "H", "H", "C", "O", "H", "O", "Cl", "C", "C", "H", "C", "O", "C", "H", "O", "C", "O", "O", "H", "H", "H", "H", "C", "O", "C", "C", "O", "H", "H", "C", "H", "O", "O", "C", "C", "C", "O", "O", "O", "C", "O", "H", "C", "C", "H", "H", "O", "C", "O", "H", "H", "H", "H", "H", "H", "H", "O", "H"],
  "positions_angstrom": [[3.410, -0.446, -0.802], [0.357, -3.027, -6.555], [-0.673, 5.168, -0.394], [-6.771, -1.359, 1.395], [-0.040, 5.768, -1.910], [-5.041, 4.743, 1.157], [2.197, -4.002, 1.865], [0.882, -6.082, -0.345], [3.746, 3.537, -4.448], [4.997, 3.309, 3.816], [4.599, -6.798, -1.923], [1.056, -4.038, -4.840], [2.907, -3.635, 3.969], [2.435, 5.351, -0.348], [0.441, 0.085, 9.034], [-5.818, 0.142, -0.347], [2.964, -4.674, -3.462], [1.266, -2.096, -7.084], [-2.983, 3.951, 0.615], [-2.249, -2.266, 3.139], [-0.585, 3.837, 5.045], [1.673, 4.158, -5.263], [-1.529, 2.921, 4.692], [-2.773, -3.315, -0.379], [3.576, 0.617, -4.964], [0.701, -1.150, -4.328], [4.454, -0.966, 0.974], [-2.440, -5.883, -1.735], [4.149, 5.781, 2.146], [-1.266, -0.455, -0.682], [-1.987, -4.048, -0.565], [-9.039, -1.643, 1.405], [3.173, -4.215, 2.804], [-3.460, 1.711, 0.536], [0.655, 2.324, 2.585], [-3.285, -2.581, 3.016], [-3.172, -1.178, -3.877], [3.102, -5.707, -0.813], [-0.391, -3.917, -2.038], [4.890, 4.295, 1.595], [-3.128, 2.392, -3.583], [4.266, 4.651, 4.556], [5.189, 2.083, -4.294], [-1.198, -4.001, 0.185], [-1.851, 1.855, -3.783], [2.119, 1.999, -4.541], [0.582, 0.740, -1.307], [-1.696, 2.375, 1.111], [-4.463, -0.943, -3.352], [1.689, -5.904, -2.397], [4.262, 2.396, -3.812], [1.570, 0.909, 5.158], [3.376, 1.595, 2.924], [1.718, -4.958, 1.653], [-2.304, -2.077, -5.732], [2.496, 3.276, -4.792], [1.900, -1.004, 6.185], [0.330, -3.411, 2.301], [3.607, 0.777, 2.026], [-3.730, 1.173, -0.372], [4.764, -5.105, -1.848], [5.535, -1.088, 0.910], [-6.248, -1.798, -4.282], [2.926, -5.663, -3.006], [3.416, 0.994, 0.745], [0.336, -0.037, 0.900], [-2.995, 3.650, -3.065], [2.730, 7.432, 0.511], [1.284, -1.390, 5.373], [-2.004, -0.928, 3.806], [1.664, -3.048, 3.851], [1.027, -0.005, 7.966], [-8.669, -1.115, 0.693], [3.156, 3.180, 2.395], [1.328, 2.996, 4.786], [-1.828, -2.938, -2.458], [2.004, 6.531, 0.042], [1.239, 4.506, 4.126], [2.836, -1.555, 6.095], [3.137, 0.591, -3.320], [-4.623, 0.045, -2.922], [-2.500, -5.382, -0.536], [1.458, -1.940, 2.252], [-1.707, 1.118, -2.993], [2.254, -2.121, -4.167], [-1.677, 4.046, -2.953], [-7.413, -0.585, 0.972], [5.889, 4.808, 3.741], [-1.767, -1.243, 5.182], [1.554, -1.956, -8.295], [1.400, -1.849, -4.788], [-4.241, 3.840, 0.877], [4.033, 0.024, -0.042], [0.602, 3.635, 4.283], [1.314, -2.990, 2.507], [-6.867, -0.954, -1.203], [4.925, 0.416, -0.531], [3.242, 1.276, -4.162], [0.848, -1.576, -0.747], [-1.898, 1.303, -4.722], [3.517, -3.805, 4.946], [0.137, -0.348, -0.492], [-2.374, 2.708, 0.326], [0.237, 5.508, -0.888], [3.051, 0.944, 6.167], [4.249, 4.719, 2.368], [-1.325, -3.168, 6.325], [-1.580, -2.515, 5.352], [3.073, -6.551, -3.621], [-2.531, 2.793, 5.346], [-5.435, -1.107, -4.506], [4.364, -0.308, 2.144], [0.713, 6.645, -0.183], [-5.790, -0.149, -4.885], [-3.217, 1.117, 1.416], [-1.854, -2.170, 2.128], [3.826, -1.857, 0.960], [-3.302, -1.693, -5.106], [-1.977, -4.974, -2.701], [-6.851, -0.196, -0.420], [-0.891, 3.066, -3.719], [-4.539, 2.534, 0.857], [-0.652, 3.613, -4.631], [-0.376, -3.106, -4.592], [2.083, 0.467, 6.012], [-4.741, -1.752, -2.677], [-2.884, -6.950, -2.002], [-4.586, -1.672, -5.472], [-1.480, -3.869, -2.010], [-0.030, 3.010, 3.084], [1.381, 4.468, -0.712], [-1.556, -3.096, 4.120], [1.761, -1.364, -6.035], [1.365, -1.178, 7.451], [4.884, 4.387, 3.698], [1.217, 0.936, 7.071], [-2.000, 2.520, -0.680], [4.005, -5.884, -1.910], [1.807, -5.916, -1.134], [4.343, 2.488, -2.729], [2.602, -3.566, 0.952], [-1.173, 2.360, 3.556], [0.554, -3.125, -5.160], [-3.953, 4.287, -2.750], [1.617, 3.895, -1.608], [-0.196, 3.736, 2.288], [0.004, 2.769, -3.173], [-7.364, 0.668, -0.844], [-1.090, -0.434, 3.476], [-2.936, -0.370, 3.719], [1.039, 3.820, 0.096], [2.985, 4.124, 2.358], [-7.462, 0.279, 1.635]],
  "forces_ev_per_a": [[-0.54, 0.52, 0.16], [1.53, 0.83, -1.02], [-0.02, 0.06, -0.05], [0.20, 0.05, 0.28], [0.36, 0.11, -0.01], [2.51, -2.62, -0.95], [-0.11, 0.18, -1.64], [2.12, 0.57, -1.36], [-0.19, 0.12, 0.00], [0.07, -0.16, -0.32], [-0.83, -0.52, 0.17], [0.21, -0.22, -0.61], [-2.82, -0.82, -1.28], [1.57, -1.55, -0.11], [1.48, 0.45, -1.67], [0.16, -0.07, 0.24], [-0.06, -0.32, -0.20], [-0.18, -0.45, -2.44], [3.20, 1.51, -1.00], [0.90, 0.38, 1.09], [0.30, 0.31, 1.00], [4.18, -4.39, 2.22], [-0.80, 2.05, 2.32], [-0.12, -0.24, 0.36], [-0.01, 0.33, -0.45], [0.50, 0.26, 0.35], [1.62, -1.86, -1.42], [-0.99, -0.52, -2.33], [-0.06, 0.01, 0.24], [-1.56, -1.05, -0.74], [0.33, 0.46, -0.08], [0.23, 0.14, 0.22], [2.76, -0.48, 0.09], [-0.89, -0.23, 0.04], [-0.20, -0.57, 0.25], [-0.09, 0.05, 0.51], [-0.17, 0.47, 0.44], [0.91, -0.60, 2.34], [0.11, 0.25, 0.00], [0.07, -0.01, -0.41], [-0.25, 1.44, 0.33], [0.08, 0.58, -0.08], [0.32, 0.57, 0.41], [-0.07, 0.27, -0.11], [0.63, -0.58, -0.47], [-0.69, 0.92, -0.23], [1.06, 0.22, -0.79], [0.90, 1.13, -0.44], [-1.58, -0.22, 0.96], [-1.11, 0.27, -2.92], [0.37, -2.25, -0.35], [0.66, -0.43, -0.50], [-0.01, -2.80, -1.80], [-0.13, 0.19, -0.13], [-3.39, 0.94, 1.27], [-5.15, 4.34, -2.23], [1.45, -1.05, -1.98], [-0.53, 1.00, 0.57], [1.09, 2.39, 1.72], [0.21, -0.47, 0.31], [-0.29, 0.30, -0.08], [-0.14, -1.30, -0.57], [0.01, 0.18, -0.12], [2.04, -1.80, -1.04], [-1.79, 1.61, -0.89], [0.54, 0.33, 0.63], [-0.51, 0.29, 0.24], [-2.19, -2.85, -1.33], [-0.47, -0.14, 0.50], [-0.83, 0.10, 0.09], [0.81, -0.18, 1.90], [-2.82, -0.68, 2.30], [-1.43, -0.40, -0.23], [-0.35, -0.37, 0.18], [-0.44, -0.59, 0.34], [0.03, -0.06, -0.01], [2.40, 3.22, 1.39], [-0.95, 0.49, -0.32], [0.04, -0.05, 0.19], [-0.85, 0.37, 0.26], [0.74, -0.14, 0.29], [0.45, 1.42, 0.98], [-0.34, -0.17, -0.90], [0.57, 0.08, 0.14], [0.07, 0.40, -0.06], [-1.13, -1.47, -0.31], [0.89, -0.23, -1.57], [0.01, 0.20, 0.38], [-0.88, 1.93, 1.07], [-1.24, -0.45, 5.21], [-2.05, -1.58, 0.11], [-3.87, 1.55, 1.36], [0.55, -0.47, -1.42], [0.31, -0.10, 0.30], [-1.15, 0.15, -0.49], [-0.27, -0.49, 0.47], [-0.15, 0.56, -0.09], [1.82, -0.56, 0.52], [0.06, -0.26, -0.89], [0.46, 0.21, -0.14], [1.27, 0.54, 1.90], [-0.03, 0.75, 1.82], [0.69, -1.50, 0.40], [-0.73, -0.87, -0.17], [0.19, -0.44, -0.15], [0.32, -0.11, 0.44], [-0.48, 1.19, -0.27], [1.25, -2.37, -0.38], [-0.18, 0.82, -1.22], [0.81, -0.68, -1.21], [0.44, 0.54, -0.08], [-1.15, 0.96, 4.22], [-0.79, 0.57, 0.03], [-0.23, -0.12, -0.03], [-0.32, -0.61, -0.38], [0.74, -0.87, 0.12], [0.40, -0.24, 0.11], [2.99, -0.64, -1.25], [-0.79, -1.61, 1.06], [0.48, 0.92, 0.36], [-0.55, 0.03, 0.43], [-2.73, -0.07, 0.54], [0.13, -0.72, -0.20], [-0.23, 0.06, -0.62], [-1.39, 1.71, 0.52], [0.57, 0.27, 0.64], [0.33, -0.52, -0.54], [0.63, -1.16, -1.99], [0.87, 0.67, 0.71], [2.64, 0.04, -2.04], [-1.59, 1.32, -0.07], [-0.65, -1.30, -2.13], [1.13, 0.46, -2.26], [0.37, -1.19, 0.60], [0.60, -0.04, 0.29], [0.46, 1.88, 0.33], [0.46, 1.16, 0.05], [-1.31, 1.77, 0.09], [-1.37, -0.40, 4.15], [0.13, 0.53, -0.13], [0.22, -0.44, -0.21], [-0.72, -1.19, -0.94], [0.26, 0.69, 1.40], [0.70, 0.10, 0.10], [0.17, 0.17, 0.14], [-0.89, 0.33, 0.23], [-0.04, 0.37, 0.00], [-0.33, 0.01, 0.20], [-0.41, 0.20, -0.43], [0.52, 0.78, 0.22], [0.87, -0.23, 0.18], [-1.01, 0.50, -0.72], [0.10, 0.08, 0.01]],
  "lowdin_charge": [0.12, 0.05, 0.12, 0.10, 0.13, 0.12, -0.16, 0.14, 0.10, 0.06, 0.13, 0.11, -0.56, 0.06, 0.13, 0.04, 0.13, -0.42, 0.11, -0.09, 0.07, 0.06, -0.56, 0.13, 0.13, 0.13, -0.16, -0.58, 0.11, -0.35, -0.09, 0.09, 0.09, -0.14, 0.12, 0.13, 0.05, 0.04, 0.11, 0.11, 0.04, 0.08, 0.13, 0.12, -0.13, 0.06, -0.35, 0.11, -0.13, 0.10, -0.10, 0.11, 0.11, 0.13, 0.12, -0.48, -0.14, 0.13, -0.49, 0.12, 0.13, 0.15, 0.14, -0.10, 0.10, -0.37, -0.54, 0.09, 0.11, -0.10, 0.04, -0.59, -0.08, 0.01, 0.11, 0.11, -0.57, 0.13, 0.13, 0.12, 0.13, 0.09, 0.12, 0.11, 0.12, 0.03, -0.31, 0.07, 0.09, 0.10, -0.13, -0.56, -0.12, -0.11, -0.14, 0.06, 0.13, -0.14, -0.36, 0.13, 0.20, 0.60, -0.11, -0.09, 0.14, -0.31, 0.17, -0.60, 0.14, 0.16, -0.11, 0.11, 0.09, 0.14, 0.13, 0.11, 0.12, -0.52, 0.05, -0.07, -0.06, 0.07, 0.12, 0.10, -0.08, 0.13, 0.16, 0.08, -0.16, -0.16, -0.07, 0.03, 0.03, 0.10, -0.08, 0.07, 0.12, -0.08, -0.59, 0.13, 0.11, 0.07, -0.13, 0.17, 0.12, 0.13, 0.10, 0.08, 0.13, 0.14, 0.12, -0.09, 0.11]
}